No. 1
188
Properties=species:S:1:pos:R:3:mulliken_charge:R:1 method="wB97M-V/def2-TZVPD" orbital_gap_ev=2.60 de_lowest_kcal_mol=206.46 homo_energy_ev=-4.3
H 18.816 20.755 2.056 0.44
O 21.743 12.707 -6.693 -0.57
C 29.016 16.211 -4.645 -0.17
H 32.666 23.949 2.480 0.41
C 42.476 11.524 -14.237 -0.51
H 13.637 18.913 6.354 0.29
H 40.829 15.544 -11.608 0.43
H 17.434 21.095 -0.573 0.32
H 17.619 20.404 4.055 0.40
C 31.211 24.241 6.431 -0.54
N 28.109 17.284 -4.688 0.17
H 16.688 9.701 0.041 0.27
S 35.829 17.668 3.101 1.11
H 31.124 26.216 -0.997 0.34
H 23.983 13.554 0.941 0.37
N 31.956 3.088 -7.572 0.18
H 31.301 22.814 4.911 0.39
H 29.450 24.411 4.082 0.42
H 33.848 6.378 -6.194 0.37
H 30.999 24.834 -1.982 0.38
H 19.580 8.245 0.302 0.35
C 40.695 12.136 -12.591 -0.68
C 26.829 17.414 -4.004 -0.55
H 16.509 19.128 6.206 0.37
O 24.934 19.142 7.297 -0.57
H 34.042 6.546 -7.992 0.34
H 16.210 18.233 1.444 0.42
H 32.106 24.099 0.035 0.34
H 32.659 7.167 -7.167 0.32
C 18.135 20.564 0.071 -0.76
O 24.131 11.355 -6.468 -0.52
H 15.368 20.488 6.131 0.34
H 42.385 10.023 -11.183 0.36
N 30.109 16.506 -5.453 0.12
O 37.036 17.473 2.362 -0.56
C 31.083 24.429 0.214 -0.44
N 22.415 19.402 7.394 -0.25
C 20.624 11.275 0.118 -0.79
C 42.755 10.691 -11.961 -0.50
H 18.706 11.435 -1.446 0.43
C 43.859 10.759 -14.050 -0.57
H 32.604 26.665 3.391 0.30
H 33.530 25.582 4.478 0.34
H 30.178 1.471 -8.743 0.34
C 33.069 3.930 -7.512 -0.17
F 21.228 17.471 8.353 -0.29
H 29.044 24.921 6.464 0.43
C 15.586 19.489 5.753 -0.45
S 22.290 17.751 7.128 1.08
H 30.817 18.190 -6.398 0.47
C 21.761 10.776 0.959 -0.47
H 31.065 23.355 2.838 0.30
H 15.455 20.633 0.411 0.48
O 23.441 16.856 7.367 -0.52
O 35.439 16.790 4.187 -0.56
H 40.179 9.433 -12.677 0.32
C 17.068 18.904 1.473 -0.66
S 23.702 19.508 6.608 1.06
H 41.554 13.219 -10.968 0.32
F 36.193 18.985 3.884 -0.28
H 43.638 8.971 -12.696 0.32
C 17.239 9.962 -0.863 -0.53
H 16.292 21.601 3.578 0.43
N 19.342 10.385 0.229 0.24
H 15.627 18.589 3.739 0.38
H 28.796 15.306 -4.099 0.40
H 26.252 17.847 -4.821 0.33
H 42.146 13.714 -12.611 0.36
O 34.992 16.647 0.559 -0.62
C 23.043 11.634 0.626 -0.51
C 30.847 3.830 -7.310 -0.44
H 14.448 17.610 5.483 0.35
H 20.828 11.219 -0.951 0.39
H 17.042 18.949 -0.693 0.28
H 30.265 26.195 6.317 0.30
H 21.513 10.802 2.020 0.38
H 30.678 6.002 -6.883 0.47
H 14.977 17.914 7.103 0.35
H 44.826 10.111 -12.175 0.40
C 23.123 12.983 1.290 -1.24
H 27.615 18.261 -2.166 0.34
O 23.718 9.166 -7.461 -0.59
H 30.792 23.411 7.001 0.36
H 29.740 26.152 4.019 0.46
H 23.221 11.778 -0.440 0.37
H 40.261 10.143 -14.306 0.39
H 19.560 9.622 2.274 0.32
H 18.991 11.355 2.099 0.33
H 41.504 9.036 -13.831 0.40
H 31.264 15.041 -6.474 0.27
H 34.064 3.536 -7.657 0.36
H 20.305 9.106 -1.072 0.39
C 39.124 14.508 -10.976 -1.15
H 21.901 9.718 0.738 0.44
C 30.044 25.223 4.500 -0.69
S 21.374 11.396 -7.229 1.05
H 44.064 10.111 -14.902 0.33
C 14.593 18.409 6.211 -1.20
F 23.661 9.335 -5.109 -0.28
H 18.626 18.433 -0.026 0.35
C 16.636 20.568 3.613 -0.78
H 32.917 23.571 5.141 0.42
H 32.368 26.581 5.143 0.38
C 18.954 10.336 1.716 -0.95
H 42.042 11.346 -15.221 0.29
H 40.072 11.660 -11.834 0.51
C 31.107 25.145 1.573 -0.34
O 33.489 16.232 2.577 -0.58
N 32.559 5.184 -7.286 0.10
H 38.277 15.058 -11.385 0.32
N 21.620 10.164 -6.366 -0.28
H 31.641 26.081 1.411 0.34
F 32.900 17.884 0.884 -0.34
O 21.583 11.201 -8.691 -0.59
O 23.608 19.350 5.170 -0.58
C 31.344 15.673 -5.590 -0.87
C 31.174 1.030 -8.708 -1.10
H 40.049 14.913 -12.882 0.40
H 18.415 9.224 -2.310 0.36
H 31.321 15.106 -4.660 0.36
C 40.848 9.817 -13.447 -0.99
C 18.240 10.993 -0.565 -0.83
C 32.547 25.989 4.245 -0.87
C 15.400 20.773 1.491 -1.11
H 19.087 20.856 -0.373 0.44
C 40.314 14.619 -11.867 -0.82
H 32.243 16.279 -5.476 0.41
H 22.332 13.683 1.021 0.31
F 23.843 21.137 6.770 -0.33
C 41.288 13.422 -12.005 -0.52
C 30.671 25.224 -1.019 -1.32
N 34.618 18.397 2.236 -0.18
H 30.484 23.534 0.387 0.34
H 39.308 14.916 -9.982 0.32
H 17.835 18.506 2.137 0.43
C 31.637 24.264 2.652 -0.86
H 42.741 12.578 -14.164 0.22
H 15.234 21.841 1.635 0.35
H 31.470 1.093 -9.755 0.34
H 25.846 18.535 -2.399 0.33
C 17.779 19.108 0.094 -0.51
S 23.318 10.145 -6.484 1.08
H 31.921 24.770 7.066 0.29
H 23.104 12.920 2.378 0.33
C 33.360 6.333 -7.168 -0.85
H 14.566 19.981 4.018 0.30
H 28.312 19.221 -5.733 0.44
C 31.210 5.111 -7.180 -0.26
H 26.399 16.430 -3.816 0.43
H 38.797 13.477 -10.839 0.32
C 31.938 1.635 -7.542 -0.42
N 31.516 24.834 4.070 0.26
F 19.756 11.404 -7.093 -0.30
S 34.149 17.182 1.681 1.01
O 21.414 17.454 5.971 -0.59
H 44.680 11.473 -14.120 0.37
H 17.661 7.936 -1.192 0.33
C 17.926 21.078 1.515 -0.71
N 16.753 20.302 2.053 0.22
H 30.129 25.503 1.898 0.35
C 18.141 8.908 -1.303 -0.65
C 30.016 17.788 -5.796 -0.35
H 29.588 25.338 -1.054 0.32
N 41.659 11.020 -13.010 0.30
H 40.067 12.314 -13.464 0.36
C 31.843 23.745 5.079 -0.75
Cl 35.795 22.306 -8.713 -1.00
C 30.033 25.158 6.072 -0.66
H 16.459 10.174 -1.594 0.37
H 31.448 1.343 -6.613 0.33
C 28.745 18.269 -5.465 -0.43
H 20.160 12.207 0.441 0.35
Cl 23.471 22.662 -7.831 -1.00
Cl 30.809 9.985 -2.247 -1.00
H 17.787 22.157 1.581 0.44
H 17.813 11.799 0.033 0.40
C 19.419 9.023 -0.443 -0.54
H 31.058 -0.030 -8.482 0.35
H 29.899 3.349 -7.119 0.42
C 43.876 10.035 -12.703 -0.67
H 14.564 20.150 1.809 0.37
C 15.558 19.571 4.207 -0.55
H 23.869 11.002 0.951 0.34
C 26.817 18.446 -2.886 -1.05
H 32.957 1.261 -7.445 0.33
H 43.170 11.659 -11.679 0.36
H 27.136 19.385 -3.337 0.35
H 17.896 10.087 1.646 0.42

No. 2
12
Properties=species:S:1:pos:R:3:mulliken_spin:R:1 method="wB97M-V/def2-TZVPD" orbital_gap_ev="3.28 / 7.97" multiplicity=8 s2=15.917 de_lowest_kcal_mol=151.11 charge=+1 homo_energy_ev="-10.8 / -13.0"
O -1.274 -0.022 0.365 -0.01
C -0.411 -1.208 0.337 -0.05
O 1.596 -0.278 0.102 -0.02
H -1.359 2.910 0.484 0.00
Eu 2.104 1.916 0.105 7.15
H 0.772 -0.779 1.140 -0.01
O -1.728 2.029 0.353 -0.01
C 0.672 -1.037 -0.707 0.00
H 1.125 -2.034 -0.854 -0.01
H -1.086 -2.017 0.032 0.00
H 0.332 -0.631 -1.676 0.00
C -0.744 1.150 0.317 -0.03

No. 3
86
Properties=species:S:1:pos:R:3:mulliken_charge:R:1 method="wB97M-V/def2-TZVPD" orbital_gap_ev=7.71 homo_energy_ev=-8.2
H -0.806 0.198 -1.752 0.23
H -1.057 2.231 -8.000 0.39
C 1.377 -2.205 -1.669 0.07
H -1.599 -8.766 1.575 0.36
Br -0.725 3.945 2.181 0.01
C -2.142 0.350 0.310 0.48
H 1.086 8.035 -4.190 0.39
H -2.756 5.127 3.699 0.43
C -2.658 -0.656 -2.644 -0.90
Br -1.591 7.280 -3.224 -0.11
O -0.246 -1.885 -4.548 -0.54
P -0.158 -3.365 0.434 0.43
C -1.857 -4.002 0.713 -1.12
H 1.177 2.402 1.816 -0.19
C -0.738 1.308 -6.095 -0.59
C -0.678 2.496 -7.016 -0.66
H 1.574 6.756 -5.321 0.37
Br 0.279 1.607 -4.467 -0.11
C 0.730 7.306 -4.910 -0.62
C 0.236 -2.142 1.748 -0.29
H -1.804 -4.965 1.219 0.38
H -4.112 3.443 2.614 0.35
H 3.557 -1.726 5.870 0.41
C 2.638 -1.960 5.338 -0.56
C -1.831 0.476 -2.025 -0.23
C 1.715 -2.790 6.188 -0.58
Br 4.996 2.379 0.451 -0.13
C 0.050 -2.095 -3.407 -0.01
C 5.689 1.377 1.968 -0.62
H 1.589 -2.321 7.160 0.38
H 1.432 -8.765 2.019 0.37
H -4.594 3.407 4.323 0.42
C 4.737 0.310 2.430 -0.50
H -2.672 -0.585 -3.732 0.23
C 1.650 4.077 0.575 -0.16
H -0.715 -10.219 2.080 0.37
O 1.381 -2.398 -3.041 -0.33
C -2.274 -2.107 -2.218 -0.75
H 0.888 -2.615 2.471 -0.30
H 1.951 4.823 1.303 0.44
H -2.478 -0.693 0.264 0.13
H 4.324 -0.267 1.609 0.30
Br -0.014 8.308 -6.402 -0.16
C 0.027 -2.638 -1.181 0.48
H -0.705 -1.821 2.203 0.28
H 2.039 -3.818 6.317 0.37
H 2.163 -1.040 5.016 0.25
H 0.173 2.513 0.356 -0.04
C -2.568 4.086 3.951 -0.57
Br -3.363 1.346 3.683 -0.15
H 2.534 3.570 0.195 -0.06
C -0.701 -9.132 2.061 -0.63
H -2.732 -2.804 -2.924 0.44
H 5.908 2.110 2.738 0.38
C 0.553 -8.628 1.398 -0.63
H 0.224 5.657 -3.645 -0.01
H -0.823 5.804 -5.068 -0.25
C -0.793 -2.263 -2.187 0.70
H -0.287 0.436 -6.563 0.41
O -2.438 1.058 -0.875 -0.52
Br 0.446 -6.726 0.990 0.02
H -1.753 1.071 -5.791 0.34
H 0.701 -9.127 0.443 0.35
H 5.230 -0.361 3.129 0.37
H 0.326 2.897 -7.107 0.40
Br -1.805 3.953 -6.393 -0.17
H -1.704 1.277 -2.756 0.31
Br -0.047 -2.851 5.371 -0.13
H 0.684 -1.267 1.282 0.23
Br 0.893 5.049 -0.935 -0.14
H -1.676 3.742 3.438 0.14
C -0.272 6.356 -4.313 0.33
H -3.687 -0.472 -2.323 0.52
Br 3.214 1.052 3.382 -0.14
Br -0.811 -8.574 3.922 -0.13
H 6.615 0.921 1.625 0.39
H -2.376 -3.320 1.397 0.31
H -1.062 0.349 0.508 -0.01
Br 3.176 -2.869 3.704 -0.16
H -2.642 0.842 1.141 -0.35
H -2.696 -2.268 -1.228 0.13
O 2.186 -1.550 -1.073 -0.47
C -3.775 3.246 3.629 -0.58
C 0.672 3.082 1.132 0.27
H -2.440 -4.080 -0.201 0.39
Br -2.161 4.073 5.853 -0.16

No. 4
69
Properties=species:S:1:pos:R:3:nbo_charge:R:1 method="wB97M-V/def2-TZVPD" orbital_gap_ev="6.25 / 6.77" multiplicity=5 s2=6.035 de_lowest_kcal_mol=76.59 charge=+4 homo_energy_ev="-18.5 / -21.2"
H 1.101 1.881 -1.390 0.24
H 4.450 -1.780 0.108 0.27
P -1.076 -1.486 -4.083 1.24
H 0.876 0.568 5.392 0.30
H 1.927 0.046 4.016 0.28
H 4.653 -0.315 1.124 0.28
H 5.146 0.242 -1.161 0.46
P -0.343 -0.265 3.588 1.12
H -1.809 -6.490 -1.441 0.29
H -2.587 0.187 -3.064 0.29
C -1.725 -3.304 1.398 -0.40
H -2.782 -0.252 3.566 0.27
O -0.477 -2.903 -1.742 -0.69
H 1.249 -0.679 -4.282 0.29
H -2.374 3.414 0.073 0.29
O 1.836 -0.215 -0.146 -0.83
H -2.052 1.376 3.838 0.27
H -4.285 -2.956 -0.763 0.26
C 0.108 3.210 1.586 -0.95
H 3.720 0.987 -0.792 0.46
H -0.966 -2.685 -2.682 0.50
O 2.181 -1.391 1.747 -0.69
H 1.179 3.052 1.759 0.26
H -0.954 -2.401 3.512 0.23
H -2.882 1.980 0.994 0.26
C 1.024 0.593 4.313 -0.98
C 2.578 -0.876 0.666 0.77
H -3.483 -1.204 -3.765 0.31
N 4.171 0.065 -0.907 -0.66
Pd 0.186 -0.092 1.435 0.65
C 0.444 -0.498 -3.563 -0.94
C -1.981 0.303 4.087 -0.96
C -2.259 2.328 0.166 -0.95
H 0.380 3.506 -1.136 0.28
H -2.742 -1.326 -2.128 0.26
H 1.030 1.608 3.902 0.25
H -2.300 -1.746 0.046 0.25
H -0.039 4.191 1.123 0.29
H -0.664 -3.309 -5.585 0.34
H -2.085 -3.694 -4.501 0.31
H -2.455 -3.420 2.186 0.27
H 0.180 0.566 -3.664 0.29
P -0.515 1.938 0.453 1.00
C 0.181 2.426 -1.148 -0.96
C -2.611 -0.916 -3.149 -0.93
H 3.721 -0.383 -1.720 0.44
H -2.087 0.164 5.172 0.30
H 0.138 -4.311 1.529 0.23
H -1.237 -5.412 1.762 0.27
H -1.066 -2.559 1.791 0.20
H -2.580 1.866 -0.776 0.24
H 0.822 -2.385 3.418 0.28
C -0.053 -1.998 3.956 -0.98
C -0.884 -4.545 1.204 -0.39
C -3.220 -4.878 -0.942 -0.20
C 4.062 -0.788 0.331 -0.34
C -2.224 -2.849 0.037 -0.41
H -4.097 -5.385 -1.380 0.29
C -0.822 -4.829 -0.326 -0.41
H 0.824 -0.643 -2.539 0.28
C -3.359 -3.536 -0.543 -0.16
H -0.431 3.167 2.539 0.26
C -1.983 -5.531 -0.921 -0.12
H -0.069 -2.308 5.009 0.30
C -1.058 -3.299 -4.555 -0.94
C -1.147 -3.496 -0.805 0.86
H -0.552 2.246 -1.945 0.24
H 0.169 -5.224 -0.606 0.30
H -0.428 -3.915 -3.887 0.29

No. 5
83
Properties=species:S:1:pos:R:3:mulliken_spin:R:1 method="wB97M-V/def2-TZVPD" orbital_gap_ev="8.56 / 8.74" multiplicity=3 s2=2.005 de_lowest_kcal_mol=0.00 charge=+1 homo_energy_ev="-11.0 / -11.1"
H 0.737 -0.709 -5.519 0.00
N -0.633 1.055 1.214 0.00
C 1.384 -2.247 -3.474 0.00
C 0.056 5.620 0.600 0.00
H 2.122 4.779 2.328 0.00
H -0.778 3.403 1.823 0.00
C -1.181 -0.719 -4.542 0.00
C -0.289 1.596 5.020 0.00
C -0.941 2.946 5.317 0.00
H -1.424 0.218 2.924 0.00
H -3.874 -1.845 -6.217 0.00
N -0.268 -2.754 -1.771 0.08
H 0.912 0.662 3.478 0.00
H -1.190 3.037 6.375 0.00
S -0.509 1.807 -1.358 0.08
H 0.564 1.452 5.684 0.00
H 0.680 2.399 3.272 0.00
C -3.259 -1.504 -5.393 0.00
H -0.687 4.358 -0.970 0.00
H -0.261 3.764 5.066 0.00
H -0.993 0.788 5.241 0.00
C 2.191 -0.892 -0.219 0.00
H 0.441 -2.887 -1.055 -0.01
H -0.102 5.761 1.677 0.00
H -0.097 0.236 0.916 0.00
N 0.972 -0.831 -3.398 0.05
H 0.631 -4.211 -3.051 0.00
C 3.721 -2.964 1.901 0.00
C 2.377 -4.565 3.136 0.00
H -1.867 3.087 4.753 0.00
H 0.356 0.751 -4.605 0.00
C 2.243 4.419 1.302 0.00
C -2.116 -2.488 -0.229 0.01
H -4.799 -1.773 -3.905 0.00
C 1.513 -2.272 2.566 0.00
C -0.905 4.564 0.072 0.00
H -2.200 -3.408 -2.187 0.00
O 0.926 -0.693 -0.223 0.03
H -1.424 -2.465 0.617 0.00
O 2.889 -1.203 -1.185 0.00
H 2.429 0.039 1.729 0.00
N -2.275 -1.095 -0.701 0.04
C -1.527 -3.356 -1.329 0.00
H 1.733 -2.505 -4.477 0.00
H -1.767 1.923 2.733 0.00
N -1.706 -0.659 -3.319 0.04
H -0.566 -3.154 -3.789 0.00
H -4.224 -1.573 -1.434 0.00
H -3.761 0.126 -1.502 0.00
F 4.602 -5.042 2.425 0.00
H -1.934 4.920 0.132 0.00
N 2.704 -2.019 1.921 0.00
O 2.143 -5.627 3.654 0.00
C 3.601 -4.165 2.459 0.00
H 3.917 -0.616 0.996 0.00
H -1.399 -4.374 -0.956 0.00
Ni -0.403 -0.598 -1.727 1.67
C -1.940 -1.131 -5.620 0.00
C 0.183 1.471 3.570 0.00
C -0.981 1.170 2.630 0.00
C 1.539 5.343 0.309 0.00
O 0.598 -1.467 2.642 0.00
N -0.800 3.306 0.820 0.00
C 0.283 -0.337 -4.599 0.01
H 3.315 4.374 1.093 0.00
H -3.067 -2.909 0.109 0.00
H -1.509 -1.174 -6.612 0.00
C 0.254 -3.186 -3.070 -0.01
H 1.792 -0.275 -3.185 0.00
C -0.637 2.075 0.333 -0.01
H -0.227 6.561 0.124 0.00
N 1.431 -3.526 3.133 0.00
C -3.395 -0.892 -1.640 0.01
C 2.857 -0.777 1.155 0.01
H -2.422 -0.498 0.103 0.00
C -3.780 -1.464 -4.107 0.00
H 1.628 4.922 -0.698 0.00
H 2.065 6.299 0.293 0.00
H 4.634 -2.680 1.397 0.00
H 1.859 3.398 1.246 0.00
H 2.215 -2.362 -2.782 0.00
H 0.580 -3.714 3.641 0.00
C -2.960 -1.024 -3.082 -0.01

No. 6
20
Properties=species:S:1:pos:R:3:nbo_charge:R:1 method="wB97M-V/def2-TZVPD" orbital_gap_ev=9.24 de_lowest_kcal_mol=121.99 smiles="C=C([C@@H](C)O)N(C)N" homo_energy_ev=-8.4
H -0.404 -1.176 -2.627 0.21
C -0.240 0.801 0.161 0.15
H -1.756 -1.823 -0.093 0.35
H -0.737 -0.792 1.579 0.22
H 1.115 1.273 2.485 0.44
H -0.065 2.448 -1.107 0.21
C 1.385 -1.034 1.001 -0.63
O 0.273 0.806 2.457 -0.87
H 2.180 -0.427 0.571 0.22
H -0.852 0.533 -2.664 0.18
C -0.239 -0.211 -2.148 -0.40
C 0.087 -0.253 1.110 0.10
H 1.670 -1.313 2.014 0.24
H 1.240 -1.946 0.424 0.22
N -0.635 -0.307 -0.752 -0.33
H -2.547 -0.367 -0.127 0.36
N -1.883 -0.963 -0.618 -0.65
H 0.519 2.645 0.665 0.23
C 0.077 2.048 -0.116 -0.43
H 0.813 0.057 -2.216 0.20

| no. | M (g/mol) |
| --- | --- |
| 1 | 1438.16 |
| 2 | 241.03 |
| 3 | 1545.23 |
| 4 | 531.89 |
| 5 | 640.43 |
| 6 | 116.16 |